[1]
C52H47Br6N9O10 | ωB97M-V/def2-TZVPD

```
124
Properties=species:S:1:pos:R:3:mulliken_charge:R:1
N 0.27 -2.85 -3.47 -0.508
H -5.10 4.03 4.49 0.372
Br -3.07 7.33 -0.51 -0.061
C 3.90 -0.48 2.96 -0.417
H -1.71 7.46 -2.44 0.438
H -2.50 1.47 1.21 0.284
C 1.67 -5.12 4.34 -1.113
H -6.87 2.70 -2.27 0.416
H -4.43 -0.90 4.31 0.467
C -3.17 -5.59 0.37 0.067
C -0.14 2.34 -4.27 -0.509
C -6.03 2.05 4.64 0.047
O 5.75 -1.04 0.00 -0.629
O -8.23 1.82 5.30 -0.613
H -1.49 -0.44 2.49 0.919
C 2.87 -6.03 2.47 -0.764
C -5.39 3.47 0.68 -0.683
O 4.35 3.24 -6.06 -0.568
H 2.55 -7.03 4.35 0.380
C -6.41 3.26 -0.24 -0.288
H -1.03 2.47 -0.71 0.179
H 0.70 3.49 -7.36 0.447
C 6.57 0.16 -2.29 -0.314
H -5.63 3.52 1.74 0.317
C -3.72 2.46 4.26 -0.673
O 3.73 -1.30 -0.74 -0.393
C 1.05 -3.60 -1.37 0.886
H -3.23 3.70 0.87 0.707
H 1.13 -6.09 -3.65 0.422
H 6.47 1.03 -5.54 0.375
N 0.44 1.15 -0.43 0.778
Br 4.63 3.27 -0.46 -0.080
C 4.91 0.05 -4.47 -0.573
O -2.38 -7.71 0.89 -0.591
C -0.78 1.62 -0.11 -0.719
C -1.45 7.01 -1.49 -0.507
N -7.38 2.59 4.94 1.024
H 1.20 -5.27 5.30 0.398
C 0.55 -2.60 -2.18 -1.015
H 1.36 1.78 -2.76 0.463
H 3.15 2.77 -3.88 0.631
H 7.85 1.37 -3.52 0.382
H -1.00 2.01 -3.70 0.474
C -3.57 1.07 4.12 0.132
C -4.58 0.17 4.36 -0.897
H -7.44 3.30 0.09 0.411
Br 2.48 4.94 -2.02 -0.040
H 2.22 2.84 3.89 0.682
H -2.58 0.69 3.90 0.558
C 1.36 -4.84 -1.88 -0.527
H -1.24 2.86 -6.02 0.399
C -3.66 -3.54 -0.73 -0.802
H 1.01 -3.35 -0.31 -0.083
O 3.08 4.52 -7.26 -0.603
C 4.47 -0.46 -3.26 -0.058
C -4.99 2.95 4.52 -0.352
H 7.21 0.15 -1.42 0.469
H 4.57 2.83 3.11 0.462
C -4.01 -4.86 -0.45 -0.381
O 0.24 -0.41 4.70 -0.588
H 0.30 -1.62 -1.80 0.931
H -1.14 -3.17 1.51 0.120
H 4.20 0.04 -5.29 0.423
H 1.69 -5.70 -1.31 0.413
C 2.35 -6.15 3.75 -0.220
C 0.48 -4.07 -3.95 -0.504
Br -0.92 5.16 -1.50 0.241
C 6.99 0.72 -3.48 -0.556
C -1.04 0.02 1.63 -0.692
H -2.28 -1.95 -0.41 0.396
O -7.55 3.77 4.75 -0.598
H 2.31 2.56 -0.93 -0.570
C 1.02 -5.12 -3.20 -0.495
H 0.47 -1.46 1.69 0.296
N -3.30 -7.04 0.46 0.952
C 0.17 -0.53 1.22 0.103
H 4.36 -1.36 2.52 0.448
C -5.86 0.69 4.53 -0.391
O -4.39 -7.50 0.17 -0.588
O 0.28 1.71 4.95 -0.668
N 1.93 -3.86 2.34 0.184
C 2.23 2.67 -4.45 -0.179
C -1.83 -3.65 0.83 0.145
H 3.47 -6.76 1.94 0.416
H -6.77 0.12 4.68 0.482
C 1.45 -3.98 3.56 0.115
C -4.07 3.41 0.25 -0.251
H -4.79 -5.32 -1.04 0.428
N 3.28 3.68 -6.41 1.037
C 2.67 -0.49 3.60 0.401
C 2.70 3.54 -0.67 0.740
C 4.63 0.69 2.87 -0.595
H -1.53 -5.57 1.75 0.529
C 2.70 -4.82 1.82 -0.252
H 3.01 -4.76 0.78 0.422
C -4.75 2.87 -1.89 -0.342
C 0.83 3.17 -6.33 -0.672
Br -0.01 8.13 -0.75 -0.068
H -4.16 -3.00 -1.51 0.397
C -2.51 -2.98 -0.18 -0.180
C -2.10 -5.00 1.02 -0.536
H -4.39 2.72 -2.90 0.435
C -0.27 2.87 -5.55 -0.602
C 4.05 1.90 3.28 -0.711
C 1.13 2.21 -3.72 -0.456
H 0.84 -3.15 3.91 0.394
N 0.81 0.67 4.64 1.166
Br 1.84 4.07 1.01 -0.030
C 2.08 3.10 -5.76 0.101
C 2.13 0.70 4.05 -0.341
H 2.17 -1.44 3.66 0.260
C -6.09 2.91 -1.55 -0.643
N 4.89 -0.95 -0.87 1.037
N -3.80 3.20 -1.03 -0.023
H 1.73 -0.46 -0.26 1.088
H 0.15 -4.21 -4.97 0.402
C -1.56 1.04 0.86 -0.661
C 2.76 1.91 3.78 -0.581
C 5.31 -0.42 -2.16 -0.348
H -2.84 3.09 4.26 0.473
C 6.17 0.59 -4.60 -0.373
C 0.88 0.05 0.18 -1.447
H 3.42 -0.70 -3.14 0.535
H 5.58 0.75 2.36 0.428
```

Properties
Relative energy (zero: lowest compared OMol25 entry of this formula, charge and spin) = 0.0 kcal per mole
Frontier orbital gap = 8.8206 eV
Largest force on an atom = 1.65 eV/A
LUMO energy = -0.845 eV

---

[2]
C25H44BF4N4O5STeY | ωB97M-V/def2-TZVPD

```
86
Properties=species:S:1:pos:R:3:mulliken_charge:R:1
H 0.63 -3.41 2.72 0.519
H 0.50 2.88 -5.23 0.372
H 1.32 4.36 -4.72 0.397
H -3.71 -4.67 1.77 0.331
C -1.74 -1.12 5.20 -0.978
H 4.96 1.76 0.77 0.367
B -3.15 1.31 0.10 0.039
C 0.33 -0.80 -5.77 -0.771
C 1.41 3.28 -4.79 -1.051
H -0.31 4.13 -0.79 0.123
H -3.50 -1.58 1.81 0.101
C -2.23 -3.68 -0.92 -0.683
O 1.83 0.41 1.62 -0.584
H 5.86 -0.45 0.31 0.355
N 0.93 1.60 -3.02 0.885
C 1.19 1.42 -1.70 0.532
H -2.96 -3.30 -2.90 0.420
H 2.49 2.62 -0.34 0.593
C -1.71 -0.49 -4.53 -0.617
C 0.98 0.09 -4.92 0.063
H -4.18 -3.06 -1.65 0.337
C -0.72 4.34 0.19 -0.832
H -4.24 -2.50 0.49 0.483
S -1.85 -2.73 0.59 0.508
O -0.70 -0.52 2.75 -0.365
H -2.76 -0.71 -4.39 0.542
C 2.25 -1.78 0.82 -1.485
H -2.65 -4.63 -0.58 0.448
H 3.64 1.82 1.96 0.287
F -1.88 1.57 -0.63 0.113
H -1.52 -1.77 -6.25 0.442
C 2.70 -0.38 1.22 0.806
C 4.99 -1.01 0.65 -1.001
F -2.60 0.89 1.40 -0.151
F -3.85 2.46 0.23 -0.256
N 1.59 2.72 -3.46 0.111
N -0.71 -1.90 4.52 0.230
H 2.03 0.31 -5.06 0.532
O 0.93 -1.98 1.29 -0.144
H -2.90 -1.86 -1.87 0.100
H 2.25 3.03 -5.44 0.356
H 2.19 -1.84 -0.27 0.500
H 0.50 -3.64 4.73 0.362
H 0.88 -1.26 -6.58 0.429
H -4.79 -3.62 2.67 0.408
H 3.63 4.68 -1.67 0.398
H -0.99 -3.61 5.68 0.362
F -3.77 0.25 -0.49 -0.276
N 3.98 -0.07 1.12 0.265
H -2.23 3.23 2.79 0.335
H 2.44 5.37 -2.77 0.397
C 0.84 -2.35 2.66 -1.197
H -2.56 -1.77 5.50 0.343
O -1.50 -1.35 0.04 -0.554
H 4.61 -1.59 -0.19 0.393
C -3.52 -2.55 1.30 -0.249
C -3.13 -2.93 -1.89 -0.912
H -1.79 4.16 0.19 0.271
H -1.24 -3.87 -1.35 0.441
C -0.26 -1.53 3.34 0.572
H -1.18 4.57 3.34 0.387
C -1.01 -1.08 -5.58 -0.645
C -1.08 0.40 -3.68 -0.353
H -1.61 0.88 -2.87 0.460
H 0.38 -2.61 6.16 0.348
H 5.31 -1.69 1.44 0.298
C -1.24 3.50 3.14 -1.110
H 5.19 1.08 2.39 0.416
C 3.07 4.50 -2.58 -1.829
H 2.92 -2.56 1.19 0.695
H -1.32 -0.65 6.09 0.355
C 4.47 1.23 1.59 -1.079
Te 0.20 3.03 1.62 0.252
H -0.52 5.37 0.47 0.434
O 0.73 0.43 -1.04 -0.360
C 2.26 3.26 -2.43 0.016
C 0.26 0.69 -3.89 -0.323
H -3.08 -3.69 3.10 0.253
C -3.79 -3.70 2.26 -1.202
H -0.99 2.94 4.03 0.357
H -2.12 -0.35 4.54 0.245
H 1.78 -2.14 3.18 0.669
C 2.05 2.48 -1.32 -0.523
H 3.77 4.40 -3.42 0.395
C -0.17 -3.00 5.31 -1.016
Y -0.48 0.35 0.71 1.095
```

Properties
Charge = +2
Relative energy (zero: lowest compared OMol25 entry of this formula, charge and spin) = 18.8 kcal per mole
Frontier orbital gap = 9.2064 eV
Largest force on an atom = 2.29 eV/A
LUMO energy = -4.187 eV

---

[3]
C30H31F4N3O6P2S3 | ωB97M-V/def2-TZVPD

```
79
Properties=species:S:1:pos:R:3:mulliken_charge:R:1
C 4.29 -0.01 5.19 0.058
C -0.02 0.39 1.53 0.557
C -0.12 0.02 -1.15 -0.887
C -2.12 -1.76 -7.19 0.376
C -0.17 3.44 -6.65 -0.439
C -1.76 -3.81 -8.37 -0.358
O 1.90 0.89 0.22 -0.296
H 6.14 2.00 7.20 0.361
C -4.43 0.33 5.85 -0.351
H -3.90 -0.62 5.80 0.374
C -2.01 -3.82 -5.97 -0.427
S 0.02 2.57 -0.32 -0.276
N 1.18 -5.03 -1.86 -0.290
S 2.50 -0.17 1.36 1.175
C -4.49 2.69 5.36 -0.394
H -0.60 1.35 -6.32 0.521
C 1.24 -3.84 -2.45 0.552
H 0.04 0.69 -2.04 -0.016
C -1.81 -4.50 -7.16 -0.543
C 5.65 1.10 6.84 -0.330
C 1.31 3.30 -4.30 -0.255
C 4.39 -1.20 5.91 -0.461
C -0.09 2.24 -5.96 -0.399
C 5.11 -1.21 7.09 0.293
P -0.02 1.73 2.92 0.310
H 4.85 2.06 5.09 0.413
H 4.12 -4.84 -3.31 0.381
H 0.63 3.34 0.63 0.198
N 2.40 -5.59 -2.15 -0.381
H 3.91 -2.10 5.56 0.422
H 6.29 -0.12 8.50 0.406
H -0.57 2.95 2.40 0.089
H 0.67 -1.80 -0.26 0.420
C -5.74 2.78 5.95 -0.423
C -2.17 -2.44 -5.98 -0.306
O 2.95 -1.44 0.83 -0.591
O 2.41 -3.60 -3.13 -0.221
S 0.01 -2.50 -2.47 -0.082
H 1.87 3.22 -3.38 0.465
H -0.78 1.30 4.04 0.125
H -4.00 3.56 4.94 0.390
H -1.60 -4.34 -9.29 0.359
F 0.72 1.02 -4.11 -0.184
C 4.92 1.13 5.65 -0.661
C 0.49 4.56 -6.18 -0.505
P -1.74 -0.37 1.75 0.303
H -1.90 -1.87 -9.31 0.407
F -2.28 -0.42 -7.20 -0.321
O 1.36 2.04 3.42 -0.575
C 0.70 -1.31 -1.26 -0.898
H 3.72 0.01 4.27 0.359
H -1.68 -5.58 -7.15 0.376
H -2.05 -4.36 -5.03 0.413
C -5.68 0.42 6.45 -0.443
H -2.32 -1.89 -5.06 0.444
H 1.75 5.37 -4.64 0.371
H 0.43 5.50 -6.72 0.362
H -7.31 1.71 6.95 0.369
H -6.26 3.73 5.98 0.359
C 1.23 4.49 -5.00 -0.511
O 3.53 0.33 2.22 -0.569
C 0.64 2.18 -4.79 0.164
H -1.61 -1.79 1.57 0.125
C 0.44 0.83 0.09 0.613
C -3.85 1.46 5.32 0.366
F -2.63 1.38 4.74 -0.093
H -2.15 -0.16 3.10 -0.041
H -0.76 3.50 -7.56 0.391
C -1.93 -2.43 -8.38 -0.421
H -1.23 -0.14 -1.08 0.591
C -6.34 1.64 6.49 -0.524
H -6.14 -0.46 6.88 0.361
H 1.76 -1.03 -1.52 0.414
H -3.56 0.75 1.34 0.237
F 5.20 -2.36 7.79 -0.319
O 1.01 -0.50 2.03 -0.405
N -2.82 0.30 0.81 -0.671
C 5.74 -0.08 7.57 -0.472
C 3.11 -4.77 -2.89 0.070
```

Properties
Frontier orbital gap = 8.6784 eV
Largest force on an atom = 3.33 eV/A
Structure (SMILES) = N=[PH2][C@@]1([PH2]=O)OS(=O)(=O)O[C@@]1(S)CCSc1nnco1.Fc1ccccc1.Fc1ccccc1.Fc1ccccc1.Fc1ccccc1
LUMO energy = -0.096 eV

---

[4]
C4H7NO2 | ωB97M-V/def2-TZVPD

```
14
Properties=species:S:1:pos:R:3:mulliken_charge:R:1
C 0.04 0.24 0.57 0.406
C -0.91 -0.63 -0.25 0.160
H -2.37 2.37 -0.09 0.315
C 1.42 0.23 -0.12 -1.059
H -0.55 -1.10 -1.18 0.241
H -2.14 -1.99 0.31 0.300
N -2.07 0.28 -0.59 -0.581
H 0.15 -0.22 1.53 0.285
H 2.06 -0.48 0.44 0.292
H 1.20 -0.08 -1.19 0.312
H 1.94 1.32 -0.06 0.259
O -1.33 -1.72 0.55 -0.552
C -1.78 1.37 -0.01 0.026
O -0.63 1.45 0.77 -0.404
```

Properties
Relative energy (zero: lowest compared OMol25 entry of this formula, charge and spin) = 48.4 kcal per mole
Frontier orbital gap = 11.2125 eV
Largest force on an atom = 4.89 eV/A
Structure (SMILES) = C[C@H]1OC=N[C@@H]1O
LUMO energy = 1.013 eV

---

[5]
C3H8N2O2 | ωB97M-V/def2-TZVPD

```
15
Properties=species:S:1:pos:R:3:mulliken_charge:R:1
N -0.80 0.66 1.12 -0.364
C 0.07 0.59 -1.61 0.284
H -1.48 1.07 0.50 0.219
C 0.35 0.23 0.59 0.860
H -1.12 0.24 1.98 0.212
H -1.65 0.79 -2.42 0.334
C 1.29 -0.54 1.46 -1.153
O -0.29 -1.33 -0.99 -0.792
H 0.75 -1.09 2.24 0.387
H 0.53 0.54 -2.59 0.377
O -1.22 1.05 -1.60 -0.508
N 0.86 0.70 -0.57 -0.597
H 1.85 -1.23 0.84 0.267
H -1.11 -1.83 -0.90 0.184
H 1.97 0.16 1.94 0.288
```

Properties
Relative energy (zero: lowest compared OMol25 entry of this formula, charge and spin) = 79.5 kcal per mole
Frontier orbital gap = 9.1941 eV
Largest force on an atom = 0.96 eV/A
LUMO energy = 0.696 eV

---

Number 1: HOMO level -9.6652 eV. Number 2: HOMO level -13.3930 eV. Number 3: HOMO level -8.7747 eV. Number 4: HOMO level -10.1994 eV. Number 5: HOMO level -8.4986 eV.